1.
The following is a DFT calculation (wB97M-V/def2-TZVPD) of C5H12NiO3 as an isolated structure at a distorted geometry.

The geometry in XYZ format:
```
21
C5H12NiO3, DFT wB97M-V/def2-TZVPD
H -1.020 -1.379 -2.626
H -1.653 1.090 -0.090
O -0.375 0.045 -1.326
C -0.722 1.252 -0.654
H -1.407 0.314 -3.095
C -1.348 -0.399 -2.261
H 1.869 -1.083 2.683
H -0.903 2.031 -1.411
Ni 1.235 -1.030 -0.804
C 1.016 -1.395 2.044
H -2.329 -0.484 -1.773
C 0.083 -0.195 1.922
H 0.459 -2.168 2.612
H -0.220 0.162 2.917
O 0.797 0.860 1.307
C 0.409 1.690 0.250
H -0.824 -0.486 1.367
H 0.134 2.660 0.686
O 1.478 -1.879 0.836
H 1.323 1.836 -0.347
H 1.998 -1.441 -2.237
```

## Properties
expectation value of S²	2.006
strongest force on any atom	0.032	Eh/bohr
LUMO energy (spin up / spin down)	0.6 / 0.2	eV
ΔE to the lowest compared entry with this formula, charge and spin	6.0	kcal/mol
Kohn-Sham gap (spin up / spin down)	9.293 / 9.001	eV
spin multiplicity	3
E	-1931.59873	Ha
molecular weight	178.84	g mol⁻¹

---

2.
The following is a DFT calculation (wB97M-V/def2-TZVPD) of an isolated ion of composition C3H7N4 and charge +1 at a distorted geometry.

The geometry in XYZ format:
```
14
C3H7N4, DFT wB97M-V/def2-TZVPD
N -1.158 -1.868 0.344
C 0.004 -2.195 0.868
N -0.946 0.171 -1.175
H 0.392 -3.101 1.033
H -1.468 0.172 -2.035
H -0.061 -0.306 -1.225
N -1.274 -0.518 0.417
H -0.879 1.843 1.313
H -0.905 1.121 -0.791
C -0.065 -0.009 1.136
N -0.070 1.304 1.297
H 1.782 -1.219 1.559
C 0.728 -1.030 1.255
H 0.724 1.672 1.833
```

## Properties
strongest force on any atom	0.102	Eh/bohr
LUMO energy	-6.0	eV
net charge	+1
ΔE to the lowest compared entry with this formula, charge and spin	102.4	kcal/mol
Kohn-Sham gap	7.567	eV
E	-337.14102	Ha
molecular weight	99.12	g mol⁻¹
SMILES string	Nc1ccnn1[NH3+]

---

3.
The following is a DFT calculation (wB97M-V/def2-TZVPD) of a 2-piece molecular cluster, C7H15NO overall at a distorted geometry.

The geometry in XYZ format:
```
24
C7H15NO, DFT wB97M-V/def2-TZVPD
H -1.544 0.772 2.192
O -0.593 2.305 0.811
C 0.030 -0.502 -0.889
H 0.741 1.312 3.004
H 1.029 -2.380 -0.437
H 0.451 -0.366 3.460
C 0.329 -1.980 -1.170
H -0.161 2.054 -0.046
H -0.584 -2.568 -1.107
H 1.264 1.355 -0.785
H -1.937 -0.501 -1.781
C -0.985 0.012 -1.915
C -0.688 -0.505 0.538
H -0.616 -0.156 -2.930
N -1.331 -1.253 1.284
H -1.160 1.084 -1.794
H 2.102 -0.122 -0.313
H -1.525 2.436 0.602
H 0.761 -2.102 -2.165
H 1.737 0.226 -2.005
H 1.440 0.000 2.045
C 0.569 0.314 2.617
C 1.347 0.286 -0.985
C -0.677 0.279 1.769
```

## Properties
strongest force on any atom	0.054	Eh/bohr
LUMO energy	0.6	eV
ΔE to the lowest compared entry with this formula, charge and spin	83.2	kcal/mol
Kohn-Sham gap	8.648	eV
E	-405.60477	Ha
molecular weight	129.20	g mol⁻¹
SMILES string	C[C@@H]1N=C1C(C)(C)C.O

---

4.
The following is a DFT calculation (wB97M-V/def2-TZVPD) of C38H32BrN8O2P2Rb as an isolated structure at a distorted geometry.

The geometry in XYZ format:
```
84
C38H32BrN8O2P2Rb, DFT wB97M-V/def2-TZVPD
C 2.127 2.090 0.014
C -4.759 -0.464 -2.387
C 2.343 -6.161 -3.048
H 4.311 -6.349 -0.307
H 5.769 2.677 2.941
H -1.467 -7.644 0.344
H 0.810 -0.387 1.970
C -0.114 -4.616 1.071
C 0.209 -1.469 -3.677
C 0.176 -1.428 5.116
N -4.357 2.516 1.519
N -2.138 1.757 1.228
N 1.098 -2.296 0.055
H 4.104 3.568 1.293
C 5.062 2.020 2.450
H 2.042 -6.743 -3.910
C -0.778 -6.917 0.756
H -0.825 -0.823 -5.442
C -5.690 -0.032 -1.456
Br 4.192 -2.017 2.309
C 4.138 2.518 1.551
H 1.636 -4.324 2.286
C 0.466 -1.034 2.763
C 1.173 -6.399 2.055
C -1.874 -2.400 -4.431
H 2.012 -6.726 2.658
H -1.119 -3.971 3.305
N -4.824 3.964 3.237
N -2.656 3.280 2.981
H -1.862 -5.225 -0.005
H 1.034 -0.779 -3.819
H -2.679 -0.435 -2.905
C 1.871 -4.866 -2.894
C -1.798 2.529 2.283
C -3.914 3.234 2.562
O 2.146 1.671 -1.147
P 1.747 -2.334 -1.548
C -3.430 -0.123 -2.191
H 3.489 -4.047 -0.042
C -0.136 -2.253 2.468
C -0.623 -3.033 3.519
C -0.812 -3.263 -2.453
H 3.562 -7.723 -2.224
C 0.234 -2.349 -2.596
H 0.490 -8.394 1.650
H -5.930 1.097 0.367
N -2.992 0.580 -1.154
C 3.240 1.636 0.958
C 3.616 -5.940 -1.030
C 0.967 -5.049 1.836
Rb -0.012 0.492 -0.512
H -5.053 -1.048 -3.249
P -0.399 -2.815 0.738
H 0.296 -1.108 6.144
H -6.738 -0.275 -1.569
H -4.503 4.596 3.947
C 5.088 0.658 2.726
H -0.767 -4.012 -1.677
C -0.834 -1.498 -4.595
C -3.891 1.000 -0.263
C 4.167 -0.123 2.058
H 1.115 0.314 4.295
C -0.993 -5.559 0.551
C 2.233 -4.107 -1.782
C -1.867 -3.275 -3.352
C -3.420 1.809 0.899
C 3.205 -6.707 -2.110
C 3.141 -4.648 -0.876
H -2.673 -3.986 -3.221
C -0.465 -2.626 4.833
N -0.515 2.521 2.693
H 5.794 0.225 3.419
H -0.312 3.245 3.363
N 3.260 0.325 1.218
C -5.250 0.720 -0.382
O 1.240 2.788 0.568
H 1.828 -2.144 0.747
H 1.219 -4.445 -3.648
H -2.690 -2.423 -5.143
C 0.311 -7.337 1.501
H 0.195 2.405 1.965
H -0.837 -3.250 5.636
C 0.633 -0.632 4.080
H -5.753 4.044 2.871
```

## Properties
strongest force on any atom	0.029	Eh/bohr
LUMO energy	0.2	eV
ΔE to the lowest compared entry with this formula, charge and spin	10.9	kcal/mol
Kohn-Sham gap	8.566	eV
E	-5336.78480	Ha
molecular weight	860.05	g mol⁻¹

---

5.
The following is a DFT calculation (wB97M-V/def2-TZVPD) of a 2-piece molecular cluster, C8H12N4 overall at a distorted geometry.

The geometry in XYZ format:
```
24
C8H12N4, DFT wB97M-V/def2-TZVPD
N -0.423 1.401 2.138
H 0.163 1.990 -1.202
N 1.734 -2.369 -0.572
H -1.864 3.113 -0.249
C -0.549 1.757 0.772
H 1.471 1.786 -0.095
H 1.852 -1.674 -3.840
C -0.175 -1.856 -1.736
C 0.692 -2.189 0.220
C 0.373 1.441 -0.315
H 0.644 -2.292 1.307
C -1.311 2.087 2.870
C 1.176 -2.195 -1.869
H 3.020 -1.949 -2.535
C -1.432 2.798 0.628
C 2.181 -2.290 -3.015
H -2.798 3.466 1.945
H -0.811 -1.555 -2.482
H -1.457 2.117 3.918
H -1.426 -1.432 -0.097
N -1.896 3.074 1.986
N -0.505 -1.820 -0.416
H 2.479 -3.356 -3.230
H 0.629 0.457 -0.725
```

## Properties
strongest force on any atom	0.113	Eh/bohr
LUMO energy	0.7	eV
ΔE to the lowest compared entry with this formula, charge and spin	53.8	kcal/mol
Kohn-Sham gap	8.957	eV
E	-530.99904	Ha
molecular weight	164.21	g mol⁻¹
SMILES string	Cc1c[nH]cn1.Cc1c[nH]cn1

---

6.
The following is a DFT calculation (wB97M-V/def2-TZVPD) of C16H31MnN3O6S as an isolated structure.

The geometry in XYZ format:
```
58
C16H31MnN3O6S, DFT wB97M-V/def2-TZVPD
H 2.196 1.041 3.532
C 1.374 2.763 0.193
H 0.847 -4.187 1.056
O -1.517 -1.186 -0.560
H 1.781 -2.390 2.442
C -2.790 -0.229 1.197
C -2.849 -0.769 -0.214
H -3.174 -0.014 -0.932
N 4.053 0.007 -2.863
H -1.972 -3.199 -0.625
C -1.389 -2.468 -1.188
H -1.743 -0.523 -3.563
H -2.564 2.175 0.108
H -3.535 -1.616 -0.271
H -0.368 2.790 2.135
Mn 0.137 -0.314 0.434
H 4.618 -0.522 -2.220
C 0.437 0.812 -2.457
H 0.704 -0.879 4.310
H 1.900 2.668 2.290
H -0.761 -3.431 1.133
H -1.054 3.949 0.977
C 0.568 -0.345 3.368
C -0.828 2.892 1.147
C 2.759 0.210 -2.570
O 0.676 -2.374 0.057
H 1.479 3.850 0.271
H -3.734 0.239 1.478
O -1.708 0.705 1.310
H -2.701 0.928 -3.890
H 0.367 -3.070 3.285
H -0.925 2.367 -2.895
H -1.182 0.664 -4.734
O 0.045 -1.237 2.367
H -0.188 0.428 3.498
H 0.623 -2.223 -1.958
C 0.314 -3.239 1.145
H -1.471 1.203 -1.711
H -1.777 -2.436 -2.208
C -2.086 2.072 1.086
H -2.571 -1.030 1.903
C -1.688 0.546 -3.775
H 1.820 2.450 -0.748
N 2.210 -0.141 -1.440
C -0.957 1.300 -2.664
C 2.085 2.116 1.367
C 1.861 0.247 2.864
O 1.592 0.775 1.554
C 0.698 -2.522 2.401
C 0.097 -2.785 -1.191
H 2.664 -0.486 2.786
H -2.789 2.386 1.860
H 4.424 0.198 -3.776
N 0.883 0.209 -1.401
S 1.663 1.003 -3.661
H 0.271 -3.850 -1.354
H 3.162 2.092 1.190
O 0.013 2.376 0.129
```

## Properties
expectation value of S²	1.229
strongest force on any atom	0.002	Eh/bohr
LUMO energy (spin up / spin down)	-4.6 / -4.6	eV
net charge	+2
Kohn-Sham gap (spin up / spin down)	9.973 / 9.889	eV
spin multiplicity	2
E	-2792.58615	Ha
molecular weight	448.44	g mol⁻¹

---

7.
The following is a DFT calculation (wB97M-V/def2-TZVPD) of a 3-piece molecular cluster, C3H9N3O6 overall at a distorted geometry.

The geometry in XYZ format:
```
21
C3H9N3O6, DFT wB97M-V/def2-TZVPD
C 1.433 -0.783 -2.753
N -1.938 -0.393 2.526
N 1.568 -0.152 -4.134
H 0.991 -1.750 -2.995
O 2.689 0.143 -4.538
H -3.378 1.097 2.828
H -0.715 0.066 0.544
H 0.817 -0.113 -2.154
O -1.891 -1.159 3.460
C -2.292 1.010 2.822
O 0.594 1.263 2.064
H -1.956 1.152 3.850
H -1.848 1.589 2.012
H 0.389 -1.236 0.089
C 0.302 -0.158 0.221
O 0.511 0.045 -4.736
H 2.415 -0.920 -2.300
H 0.494 0.363 -0.717
N 1.160 0.475 1.271
O -1.693 -0.674 1.376
O 2.349 0.135 1.263
```

## Properties
strongest force on any atom	0.056	Eh/bohr
LUMO energy	-0.3	eV
ΔE to the lowest compared entry with this formula, charge and spin	35.6	kcal/mol
Kohn-Sham gap	10.766	eV
E	-735.06975	Ha
molecular weight	183.12	g mol⁻¹
SMILES string	C[N+](=O)[O-].C[N+](=O)[O-].C[N+](=O)[O-]

---

8.
The following is a DFT calculation (wB97M-V/def2-TZVPD) of C7H12FO5S as an isolated structure at a distorted geometry.

The geometry in XYZ format:
```
26
C7H12FO5S, DFT wB97M-V/def2-TZVPD
H 1.265 0.549 -2.601
H 0.614 -1.537 -3.086
O -1.324 -0.050 -0.041
H 0.004 -1.659 3.327
C 0.043 -0.517 3.461
C -0.856 0.787 -2.973
O 2.787 0.550 -0.609
H -0.649 -1.646 -1.760
H -0.893 1.996 -3.002
H -0.264 1.182 2.350
O 1.559 -0.928 0.825
O 1.672 1.456 1.433
C -0.804 0.246 2.412
H -1.807 0.471 2.730
H -1.863 0.556 -2.573
F 0.035 2.127 -0.542
C 0.223 0.736 -0.700
S 1.744 0.452 0.380
H -0.867 0.276 -4.044
C 0.328 0.287 -2.128
H 1.122 -0.098 3.378
H -0.272 -0.237 4.475
H 1.113 -1.542 -1.237
C -1.312 -0.579 1.176
C 0.313 -1.271 -2.015
O -1.912 -1.604 1.362
```

## Properties
strongest force on any atom	0.080	Eh/bohr
LUMO energy	3.4	eV
net charge	-1
ΔE to the lowest compared entry with this formula, charge and spin	0.0	kcal/mol
Kohn-Sham gap	9.548	eV
E	-1148.19044	Ha
molecular weight	227.23	g mol⁻¹